ORCA calculation (ωB97M-V/def2-TZVPD) on an isolated molecule of C5H9NO.

```
! RIJCOSX wB97M-V def2-TZVPD def2/J DEFGRID3
* xyz 0 1
C 1.208 -0.592 1.226
C 0.067 0.380 1.418
N 0.019 1.663 0.720
C -0.989 0.642 0.407
C -1.097 -0.045 -0.929
C -0.037 -0.118 -1.938
O -0.388 -1.259 -1.173
H 0.869 -1.628 1.337
H 1.982 -0.396 1.980
H 1.668 -0.507 0.235
H -0.254 0.465 2.456
H 0.726 1.675 -0.013
H -1.970 0.907 0.798
H -2.122 -0.073 -1.307
H -0.301 -0.153 -2.995
H 0.948 0.300 -1.722
*
```

As for the frontier orbital gap: 10.42 eV. The energy above the lowest of the compared OMol25 structures with the same formula, charge and spin is 72.21 kcal per mole. As for the electronic energy: -325.82247 hartree. Its structure (SMILES) is C[C@H]1N[C@H]1[C@H]1CO1.

=====

ORCA calculation (ωB97M-V/def2-TZVPD) on a cluster of 2 separate species, C6H12N in total at a distorted geometry.

```
! RIJCOSX wB97M-V def2-TZVPD def2/J DEFGRID3
* xyz 1 1
C -0.591 -1.458 1.151
C -0.622 -0.569 0.006
C 0.171 0.528 0.599
C -0.983 -1.096 -1.397
C -0.137 1.690 1.427
C 1.347 0.964 -1.428
N 0.667 -0.770 0.970
H -1.172 -1.132 2.134
H -0.676 -2.498 0.846
H -1.378 -0.395 -1.946
H -1.521 -2.008 -1.277
H -0.071 -1.348 -2.039
H -0.706 2.441 0.909
H 0.824 2.276 1.635
H -0.865 1.592 2.275
H 2.144 1.508 -0.881
H 0.527 1.586 -1.934
H 1.492 -0.053 -1.865
H 1.551 -1.257 0.818
*
```

As for the frontier orbital gap (spin up / spin down): 9.15 / 9.15 eV. The energy above the lowest of the compared OMol25 structures with the same formula, charge and spin is 146.44 kcal per mole. As for the electronic energy: -290.08855 hartree.

=====

ORCA calculation (ωB97M-V/def2-TZVPD) on a cluster of 2 separate species, C4H8FNO in total at a distorted geometry.

```
! RIJCOSX wB97M-V def2-TZVPD def2/J DEFGRID3
* xyz 0 1
C -1.316 -1.500 -0.058
C -0.395 -0.539 -0.170
N 0.145 0.100 0.867
C 1.309 0.975 0.415
C 1.442 0.381 -1.008
O 0.172 -0.141 -1.340
H -1.714 -2.123 -0.831
H -1.428 -1.854 0.978
H 0.147 -0.106 1.872
H 2.132 0.738 1.059
H 0.960 2.037 0.505
H 1.603 1.080 -1.805
H 2.141 -0.574 -0.975
F -2.857 1.160 0.162
H -2.340 0.364 0.329
*
```

As for the frontier orbital gap: 8.99 eV. The energy above the lowest of the compared OMol25 structures with the same formula, charge and spin is 25.01 kcal per mole. As for the electronic energy: -387.02252 hartree. Its structure (SMILES) is C=C1NCCO1.F.

=====

ORCA calculation (ωB97M-V/def2-TZVPD) on a structure of composition C16H19ClIN3O2PTb at a distorted geometry.

```
! RIJCOSX wB97M-V def2-TZVPD def2/J DEFGRID3
* xyz 2 7
C 4.201 -3.449 1.006
C 3.345 -2.207 1.004
H 5.215 -3.145 0.629
H 3.802 -4.228 0.309
H 4.300 -3.875 2.031
O 2.998 -1.653 2.111
I -0.164 -0.313 4.179
Tb 0.822 -1.278 1.718
P 3.077 -1.452 -0.827
C 2.943 0.085 -1.870
C 4.732 -1.895 -1.535
H 1.439 -3.288 -1.226
H 2.483 -2.897 -2.648
H 1.089 -1.855 -2.236
C 1.897 -2.481 -1.814
H 5.294 -2.743 -1.082
H 4.526 -2.105 -2.605
H 3.241 -0.271 -2.873
H 3.670 0.829 -1.518
H 5.391 -1.000 -1.526
H 1.930 0.511 -1.935
C 2.158 0.977 1.124
O 2.407 2.078 0.934
Cl 0.220 -3.596 1.040
N -7.938 4.573 1.681
C -6.982 3.910 1.499
C -5.764 3.194 1.188
C -4.958 2.602 2.175
C -3.753 1.986 1.819
C -3.401 1.921 0.463
C -4.183 2.512 -0.528
C -5.377 3.152 -0.165
N -2.302 1.160 0.018
C -1.789 1.106 -1.297
C -0.628 0.390 -1.212
N -0.400 0.014 0.119
C -1.477 0.443 0.796
H -5.264 2.642 3.227
H -3.117 1.555 2.595
H -3.825 2.463 -1.557
H -6.001 3.607 -0.938
H -2.224 1.675 -2.108
H 0.050 0.101 -2.008
H -1.683 0.249 1.845
*
```

As for the frontier orbital gap (spin up / spin down): 4.98 / 4.96 eV. The energy above the lowest of the compared OMol25 structures with the same formula, charge and spin is 0.00 kcal per mole. As for the electronic energy: -2859.01009 hartree.

=====

ORCA calculation (ωB97M-V/def2-TZVPD) on a cluster of 2 separate species, CBrFN4 in total at a distorted geometry.

```
! RIJCOSX wB97M-V def2-TZVPD def2/J DEFGRID3
* xyz 0 1
C -0.251 -0.967 1.483
N -0.769 -1.492 0.618
N 1.050 -0.362 -1.916
N 0.375 0.377 -1.326
N -0.238 0.979 -0.506
F -0.957 1.966 -1.191
Br 0.790 -0.501 2.839
*
```

As for the frontier orbital gap: 9.63 eV. The energy above the lowest of the compared OMol25 structures with the same formula, charge and spin is 51.55 kcal per mole. As for the electronic energy: -2930.81982 hartree.

=====

ORCA calculation (ωB97M-V/def2-TZVPD) on an isolated molecule of C4H3FO2S at a distorted geometry.

```
! RIJCOSX wB97M-V def2-TZVPD def2/J DEFGRID3
* xyz 0 1
O -0.156 2.417 -0.121
C -0.479 1.293 -0.410
C 0.093 0.059 0.358
F 0.455 0.443 1.601
C -0.905 -1.138 0.486
O -1.929 -1.346 -0.386
C 1.222 -0.438 -0.394
S 2.849 -0.352 -0.086
H -1.185 1.060 -1.286
H -0.783 -1.404 1.587
H 0.818 -0.595 -1.350
*
```

As for the frontier orbital gap: 7.90 eV. The energy above the lowest of the compared OMol25 structures with the same formula, charge and spin is 65.02 kcal per mole. As for the electronic energy: -802.62771 hartree. Its structure (SMILES) is O=CC(F)(C=O)C=S.

=====

ORCA calculation (ωB97M-V/def2-TZVPD) on a structure of composition C3H12B2Br2NaO3 at a distorted geometry.

```
! RIJCOSX wB97M-V def2-TZVPD def2/J DEFGRID3
* xyz -3 1
Na 0.676 -0.246 -0.735
C -1.453 0.979 0.855
O -0.702 1.636 0.021
O -1.335 -0.314 0.860
O -2.270 1.595 1.646
B -0.501 1.274 -4.387
H -0.259 0.198 -4.900
H -0.348 1.139 -3.179
H 0.327 2.070 -4.825
H -1.637 1.640 -4.622
B -0.330 -2.286 -2.183
H -0.628 -2.515 -3.334
H -0.658 -3.275 -1.541
H 0.825 -1.989 -2.114
H -1.024 -1.416 -1.761
Br 1.909 0.770 1.760
C 1.022 -0.235 3.158
C 1.040 0.463 4.481
Br 2.855 0.656 5.198
H 1.416 -1.245 3.194
H -0.005 -0.235 2.758
H 0.488 -0.114 5.221
H 0.593 1.451 4.430
*
```

As for the frontier orbital gap: 2.14 eV. As for the electronic energy: -5707.05297 hartree.

=====

ORCA calculation (ωB97M-V/def2-TZVPD) on a structure of composition C13H32O3PtSSi at a distorted geometry.

```
! RIJCOSX wB97M-V def2-TZVPD def2/J DEFGRID3
* xyz 2 5
Pt 1.594 -2.122 -1.047
C 1.802 -4.114 -1.832
H 0.986 -4.645 -1.364
H 1.690 -4.556 -2.956
H 2.690 -4.821 -1.293
H 2.832 -3.681 -2.192
H 2.545 -1.321 -2.011
C 3.865 -0.467 0.105
C 2.524 -0.109 0.694
C 2.172 -0.947 1.923
C 2.414 1.390 0.910
O 1.523 -0.260 -0.338
Si -0.220 -0.286 -0.177
S -0.706 -2.273 -0.176
O -0.432 0.539 1.195
C -1.314 0.971 2.265
C -2.445 -0.039 2.477
C -0.463 1.069 3.532
C -1.859 2.358 1.922
O -0.703 0.602 -1.441
C -1.855 0.825 -2.295
C -2.827 -0.350 -2.232
C -2.563 2.126 -1.893
C -1.334 1.004 -3.721
H 4.615 -0.306 0.901
H 4.092 0.158 -0.750
H 3.903 -1.531 -0.184
H 2.981 -0.805 2.668
H 1.225 -0.657 2.364
H 2.162 -2.020 1.632
H 2.558 1.925 -0.033
H 1.425 1.655 1.329
H 3.186 1.656 1.625
H -2.060 -1.053 2.640
H -3.032 0.280 3.349
H -3.117 -0.097 1.604
H 0.430 1.697 3.368
H -1.051 1.516 4.346
H -0.132 0.064 3.841
H -1.045 3.028 1.612
H -2.602 2.290 1.116
H -2.354 2.808 2.799
H -3.221 -0.483 -1.220
H -3.661 -0.153 -2.948
H -2.305 -1.294 -2.471
H -1.865 2.957 -1.882
H -3.384 2.377 -2.599
H -3.015 2.029 -0.891
H -0.637 1.801 -3.794
H -0.827 0.067 -4.056
H -2.187 1.198 -4.421
*
```

As for the frontier orbital gap (spin up / spin down): 7.58 / 4.68 eV. The energy above the lowest of the compared OMol25 structures with the same formula, charge and spin is 30.23 kcal per mole. As for the electronic energy: -1546.41421 hartree.

=====

ORCA calculation (ωB97M-V/def2-TZVPD) on a structure of composition C36H57F3I3N3O23P2 at a distorted geometry.

```
! RIJCOSX wB97M-V def2-TZVPD def2/J DEFGRID3
* xyz 0 1
C -1.327 -4.147 -1.548
C -1.800 -3.607 -0.073
O -0.822 -2.757 0.622
C 0.266 -3.519 1.232
C 1.187 -2.749 2.369
O 0.531 -2.335 3.564
C -0.661 -2.904 4.063
I -0.712 -5.018 4.608
N -1.983 -2.533 3.356
C -2.738 -3.702 3.199
O -3.876 -4.423 3.316
C -0.900 -2.124 5.539
C -1.957 -2.906 6.517
F 0.367 -1.759 6.208
N 2.334 -3.629 2.697
C 2.954 -3.539 4.046
O 4.315 -3.416 4.054
F 2.372 -3.727 5.388
C 2.333 -5.065 2.376
O 2.572 -5.677 1.182
F 2.314 -6.058 3.517
C 1.884 -1.363 1.711
I 3.489 -2.311 0.422
C 2.846 -0.497 2.666
C 2.364 0.205 4.013
C 2.458 1.877 4.020
I 3.823 -0.343 5.622
N 1.035 -0.490 0.918
C 1.484 0.040 -0.392
C 1.011 -0.855 -1.728
P 0.425 0.320 -3.167
O 0.332 -0.645 -4.454
O -1.110 1.067 -2.790
C -2.093 0.873 -3.875
C -2.845 -0.590 -3.726
O 1.590 1.547 -3.576
C 1.096 2.365 -4.726
C 2.332 2.911 -5.695
P -0.112 0.604 1.592
O 0.319 2.159 1.673
O -0.846 0.283 3.124
O -1.488 0.638 0.456
H -2.296 -4.578 -2.094
H -0.870 -3.326 -2.250
H -0.535 -5.025 -1.468
H -2.163 -4.535 0.561
H -2.767 -2.940 -0.246
H 0.903 -3.909 0.298
H -0.264 -4.505 1.647
H -1.428 -1.089 5.260
H -2.409 -2.069 7.240
H -2.894 -3.366 5.970
H -1.433 -3.677 7.263
H 3.821 -1.137 2.930
H 3.290 0.371 1.970
H 1.335 -0.058 4.475
H 2.799 2.271 2.953
H 3.129 2.277 4.891
H 1.334 2.253 4.147
H 0.864 1.048 -0.584
H 2.601 0.414 -0.470
H 0.081 -1.520 -1.486
H 1.942 -1.450 -2.148
H -1.650 0.977 -4.958
H -2.911 1.710 -3.754
H -2.609 -1.237 -4.684
H -4.016 -0.401 -3.721
H -2.472 -1.165 -2.771
H 0.485 3.303 -4.332
H 0.369 1.780 -5.434
H 3.321 3.060 -5.071
H 2.025 3.896 -6.294
H 2.528 2.081 -6.510
H -0.511 0.927 3.841
H -1.568 1.574 0.071
C -7.596 -1.800 3.729
C -6.693 -1.161 4.764
C -5.652 -2.088 5.314
O -5.390 -1.524 6.587
C -6.537 -0.885 6.968
O -6.745 -0.446 8.085
O -7.422 -0.807 5.928
H -8.022 -2.739 4.099
H -8.441 -1.142 3.499
H -7.048 -2.007 2.804
H -6.246 -0.245 4.358
H -4.745 -2.111 4.704
H -6.012 -3.113 5.459
C -3.452 6.383 -6.841
C -2.632 5.269 -6.222
C -1.271 5.112 -6.828
O -0.982 3.749 -6.568
C -2.187 3.106 -6.507
O -2.323 1.896 -6.486
O -3.219 4.003 -6.476
H -3.485 6.293 -7.932
H -4.489 6.334 -6.492
H -3.039 7.363 -6.584
H -2.579 5.401 -5.134
H -0.526 5.763 -6.361
H -1.253 5.267 -7.912
C 6.147 -5.287 5.374
C 7.137 -6.191 4.669
C 7.509 -7.412 5.455
O 8.791 -7.723 4.940
C 9.331 -6.541 4.513
O 10.494 -6.392 4.185
O 8.391 -5.547 4.509
H 6.481 -5.048 6.390
H 6.054 -4.334 4.843
H 5.160 -5.756 5.433
H 6.764 -6.451 3.670
H 6.814 -8.241 5.297
H 7.606 -7.226 6.531
C -0.022 11.012 -8.093
C 0.464 9.601 -7.834
C -0.537 8.542 -8.184
O -0.153 7.473 -7.337
C 0.438 8.043 -6.243
O 0.723 7.444 -5.222
O 0.663 9.377 -6.447
H -0.999 11.187 -7.629
H 0.668 11.741 -7.654
H -0.106 11.208 -9.166
H 1.423 9.435 -8.340
H -0.484 8.245 -9.234
H -1.570 8.819 -7.942
*
```

As for the frontier orbital gap: 7.38 eV. The energy above the lowest of the compared OMol25 structures with the same formula, charge and spin is 324.92 kcal per mole. As for the electronic energy: -5175.70270 hartree.

=====

ORCA calculation (ωB97M-V/def2-TZVPD) on an isolated molecule of C3H5NO2.

```
! RIJCOSX wB97M-V def2-TZVPD def2/J DEFGRID3
* xyz 0 1
H 0.099 2.384 -0.236
N -0.685 1.775 0.003
C -0.290 0.604 0.220
C -1.172 -0.532 0.623
O 1.092 0.294 0.213
C 1.553 -0.516 -0.761
O 0.910 -0.955 -1.673
H -0.908 -0.866 1.632
H -1.044 -1.373 -0.064
H -2.210 -0.198 0.610
H 2.623 -0.701 -0.589
*
```

As for the frontier orbital gap: 11.70 eV. The energy above the lowest of the compared OMol25 structures with the same formula, charge and spin is 18.66 kcal per mole. As for the electronic energy: -322.54460 hartree. Its structure (SMILES) is [H]/N=C(/C)OC=O.

=====

ORCA calculation (ωB97M-V/def2-TZVPD) on a structure of composition C29H28Cl2N2O5RuTe at a distorted geometry.

```
! RIJCOSX wB97M-V def2-TZVPD def2/J DEFGRID3
* xyz -1 2
Ru -0.773 0.190 -0.083
C -0.162 0.915 4.355
C -0.023 0.290 2.975
O -0.934 0.533 2.142
C 1.115 -0.485 2.773
C 1.488 -1.157 1.602
C 2.840 -1.820 1.567
N 0.744 -1.244 0.522
N 1.233 -2.043 -0.476
C 0.893 -1.688 -1.672
O 0.264 -0.606 -1.967
C 1.315 -2.582 -2.784
C 0.883 -2.306 -4.079
C 1.271 -3.109 -5.140
C 2.104 -4.196 -4.918
C 2.542 -4.476 -3.629
C 2.155 -3.674 -2.569
H -1.096 1.468 4.426
H 0.678 1.584 4.547
H -0.145 0.130 5.111
H 1.803 -0.546 3.605
H 3.365 -1.673 2.508
H 3.422 -1.401 0.746
H 2.721 -2.886 1.367
H 0.239 -1.452 -4.243
H 0.923 -2.884 -6.141
H 2.405 -4.829 -5.744
H 3.190 -5.327 -3.452
H 2.495 -3.875 -1.563
C -2.589 -1.389 -3.270
Te -2.370 0.580 -2.423
C -1.431 0.956 -4.376
C -1.833 -0.157 -5.295
C -1.637 -0.075 -6.672
C -2.038 -1.106 -7.506
C -2.646 -2.232 -6.970
C -2.829 -2.326 -5.600
C -2.422 -1.299 -4.753
H -3.557 -1.793 -2.982
H -1.823 -2.022 -2.818
H -0.351 0.955 -4.207
H -1.707 1.925 -4.793
H -1.165 0.807 -7.090
H -1.886 -1.027 -8.576
H -2.976 -3.037 -7.616
H -3.301 -3.205 -5.175
Cl -2.990 -1.009 -0.160
C 1.689 7.203 0.232
C 2.065 6.067 1.140
C 3.276 6.042 1.810
C 3.570 5.012 2.690
Cl 5.090 5.024 3.544
C 2.668 3.990 2.907
C 1.456 3.996 2.232
C 1.147 5.027 1.353
O -0.027 5.152 0.684
C -1.083 4.249 0.946
C -0.954 2.862 0.301
O 0.183 2.375 0.119
O -2.033 2.289 0.031
H 2.504 7.919 0.141
H 0.810 7.714 0.629
H 1.419 6.835 -0.758
H 3.993 6.840 1.658
H 2.902 3.190 3.595
H 0.776 3.168 2.370
H -1.983 4.713 0.551
H -1.210 4.098 2.024
*
```

As for the frontier orbital gap (spin up / spin down): 6.81 / 6.23 eV. The energy above the lowest of the compared OMol25 structures with the same formula, charge and spin is 60.77 kcal per mole. As for the electronic energy: -2890.96718 hartree.

=====

ORCA calculation (ωB97M-V/def2-TZVPD) on a structure of composition C8H3NO5PbS at a distorted geometry.

```
! RIJCOSX wB97M-V def2-TZVPD def2/J DEFGRID3
* xyz 2 1
O 0.407 -2.345 -3.408
C 0.435 -1.478 -2.647
Pb 0.450 0.072 -1.202
O 1.762 2.894 -3.126
C 1.352 2.071 -2.458
C 0.560 2.417 0.715
O 0.587 3.290 1.462
C 2.655 0.075 -0.203
O 3.698 -0.074 0.227
C -1.654 1.247 -1.428
O -2.690 1.693 -1.576
S -0.463 -2.504 2.663
C -1.875 -1.417 2.360
C -1.637 -0.503 1.372
N -0.334 -0.713 0.845
C 0.400 -1.665 1.432
H -2.807 -1.465 2.882
H -2.278 0.294 0.950
H 1.432 -1.889 1.140
*
```

As for the frontier orbital gap: 7.28 eV. The energy above the lowest of the compared OMol25 structures with the same formula, charge and spin is 74.03 kcal per mole. As for the electronic energy: -1327.84469 hartree.

=====

ORCA calculation (ωB97M-V/def2-TZVPD) on a structure of composition C4H16B2CsO2S at a distorted geometry.

```
! RIJCOSX wB97M-V def2-TZVPD def2/J DEFGRID3
* xyz -1 1
Cs -1.335 -0.180 2.011
B -0.208 -2.400 -0.403
H -1.019 -3.186 -0.827
H -0.216 -2.420 0.801
H 0.925 -2.594 -0.783
H -0.565 -1.300 -0.761
B -3.602 -2.655 3.051
H -3.351 -3.704 3.606
H -4.648 -2.295 3.564
H -2.727 -1.875 3.279
H -3.736 -2.786 1.854
C 0.553 2.685 -1.352
C 0.168 1.403 -0.584
C 1.404 0.861 0.059
S 2.716 1.105 -1.142
O 2.889 -0.063 -1.955
O 3.865 1.672 -0.473
C 1.861 2.383 -2.106
H 0.760 3.481 -0.624
H -0.198 3.075 -2.034
H -0.229 0.736 -1.353
H -0.675 1.665 0.056
H 1.472 -0.146 0.485
H 1.749 1.482 0.899
H 1.601 1.847 -3.019
H 2.545 3.211 -2.251
*
```

As for the frontier orbital gap: 6.71 eV. The energy above the lowest of the compared OMol25 structures with the same formula, charge and spin is 8.96 kcal per mole. As for the electronic energy: -780.43429 hartree.